No. 1
{
  "formula": "C42H106N6O6S2",
  "method": "ωB97M-V/def2-TZVPD",
  "lumo_energy_ha": [-0.076, -0.247],
  "multiplicity": 2,
  "s2": 0.75,
  "homo_energy_ev": [-9.79, -9.79],
  "orbital_gap_ev": [7.721, 3.078],
  "total_charge": 1,
  "elements": ["C", "C", "N", "C", "C", "C", "C", "H", "H", "H", "H", "H", "H", "H", "H", "H", "H", "H", "H", "H", "H", "H", "C", "C", "N", "C", "C", "C", "C", "H", "H", "H", "H", "H", "H", "H", "H", "H", "H", "H", "H", "H", "H", "H", "C", "C", "N", "C", "C", "C", "C", "H", "H", "H", "H", "H", "H", "H", "H", "H", "H", "H", "H", "H", "H", "H", "C", "C", "N", "C", "C", "C", "C", "H", "H", "H", "H", "H", "H", "H", "H", "H", "H", "H", "H", "H", "H", "H", "C", "C", "N", "C", "C", "C", "C", "H", "H", "H", "H", "H", "H", "H", "H", "H", "H", "H", "H", "H", "H", "H", "C", "C", "N", "C", "C", "C", "C", "H", "H", "H", "H", "H", "H", "H", "H", "H", "H", "H", "H", "H", "H", "H", "O", "S", "O", "O", "C", "C", "C", "H", "H", "H", "H", "H", "H", "H", "H", "O", "S", "O", "O", "C", "C", "C", "H", "H", "H", "H", "H", "H", "H", "H"],
  "coordinates": [[11.86164, -2.04803, -16.93577], [11.14110, -2.38052, -18.28423], [12.13097, -3.11606, -19.11226], [11.30894, -3.92489, -19.97804], [11.18784, -5.32052, -19.25981], [13.08545, -2.21894, -19.79955], [14.11882, -3.00783, -20.66012], [11.11327, -1.76659, -16.19494], [12.48673, -1.20024, -17.21618], [12.52517, -2.77764, -16.47157], [10.33683, -3.06445, -18.01316], [10.68135, -1.52501, -18.77903], [10.33713, -3.48091, -20.19382], [11.62623, -4.18376, -20.98820], [10.41681, -5.94445, -19.71184], [12.18093, -5.76310, -19.33714], [10.87068, -5.42256, -18.22198], [13.45918, -1.42589, -19.15187], [12.62765, -1.64799, -20.60734], [14.59777, -3.88333, -20.22170], [15.01526, -2.49579, -21.00989], [13.59448, -3.35318, -21.55113], [12.96205, -0.03246, -8.06970], [12.44985, -1.36814, -8.67488], [13.35485, -1.86993, -9.67050], [12.99770, -3.15738, -10.14351], [13.04058, -4.26279, -9.08704], [13.55370, -0.92552, -10.78051], [14.83488, -1.22172, -11.50515], [14.04410, -0.06228, -7.94178], [12.41949, 0.15956, -7.14403], [12.71560, 0.85485, -8.65285], [12.41696, -2.05299, -7.82753], [11.44864, -1.30051, -9.10042], [11.96532, -3.03765, -10.47211], [13.49211, -3.49450, -11.05456], [12.68921, -5.22626, -9.45634], [13.94333, -4.45792, -8.50818], [12.37768, -4.03355, -8.25271], [13.61298, 0.12104, -10.48169], [12.75766, -0.94625, -11.52481], [14.79270, -2.17761, -12.02725], [15.76279, -1.25307, -10.93410], [15.03797, -0.45789, -12.25577], [23.11107, -0.54838, -13.12128], [22.85767, -1.93277, -13.84686], [21.70407, -2.54368, -13.17907], [21.04417, -3.58670, -14.01157], [20.09141, -3.08682, -15.03830], [21.96645, -3.12952, -11.87709], [20.71087, -3.18774, -10.96945], [23.58039, -0.51443, -12.13808], [22.15339, -0.04853, -12.97600], [23.68746, 0.10908, -13.77213], [22.62660, -1.67196, -14.87966], [23.69729, -2.62594, -13.79504], [21.94776, -4.11037, -14.32366], [20.48663, -4.33162, -13.44382], [19.47230, -3.87062, -15.47470], [19.30826, -2.36861, -14.79550], [20.56569, -2.64033, -15.91226], [22.55578, -2.48147, -11.22840], [22.53128, -4.05525, -11.98706], [19.81687, -3.64438, -11.39411], [20.43233, -2.16750, -10.70560], [21.00824, -3.74018, -10.07810], [14.35696, -7.56023, -25.92221], [14.78412, -7.74065, -24.46014], [13.67372, -8.01422, -23.51166], [13.02632, -9.26237, -23.78032], [13.84836, -10.55286, -23.48690], [13.99724, -7.79676, -22.11025], [14.04940, -6.28198, -21.68204], [14.23834, -8.45103, -26.53904], [15.15225, -6.95813, -26.36162], [13.54671, -6.83963, -26.03329], [15.58042, -8.48441, -24.48897], [15.33555, -6.83561, -24.20534], [12.66664, -9.27629, -24.80917], [12.18547, -9.54506, -23.14696], [14.27285, -10.51354, -22.48373], [14.72805, -10.78727, -24.08632], [13.14808, -11.38680, -23.43945], [13.24898, -8.31858, -21.51367], [14.91867, -8.34726, -21.92049], [14.28254, -6.13929, -20.62687], [14.68795, -5.65707, -22.30641], [13.03375, -5.88634, -21.68450], [21.52438, -3.42468, -24.23505], [20.47713, -4.56934, -23.84111], [20.12802, -4.47771, -22.40031], [21.22820, -4.83969, -21.49036], [21.51827, -6.34235, -21.61510], [19.50455, -3.19409, -22.00763], [18.49058, -3.51379, -20.94489], [21.82975, -3.43787, -25.28132], [22.47101, -3.40033, -23.69523], [21.28014, -2.37190, -24.09318], [19.62421, -4.22486, -24.42589], [20.79404, -5.58892, -24.06046], [22.11577, -4.21760, -21.60581], [20.82285, -4.81802, -20.47877], [22.01502, -6.64653, -22.53641], [22.21587, -6.70322, -20.85932], [20.62558, -6.91240, -21.35769], [18.95701, -2.73893, -22.83294], [20.13879, -2.47253, -21.49266], [18.89903, -4.04641, -20.08606], [17.73525, -4.22632, -21.27637], [18.02513, -2.58985, -20.60168], [17.64879, -5.79434, -17.62925], [16.26759, -6.23311, -17.29668], [15.75900, -5.62982, -16.00849], [14.30997, -5.72545, -15.89844], [13.68629, -5.03161, -14.65872], [16.47746, -6.01996, -14.83632], [16.67609, -4.89847, -13.86291], [17.72734, -5.84060, -18.71543], [18.31061, -6.54453, -17.19645], [17.65264, -4.74477, -17.33516], [15.43776, -6.02841, -17.97312], [16.34176, -7.31810, -17.37012], [13.80064, -5.39815, -16.80485], [14.08284, -6.79098, -15.93252], [12.62396, -4.85015, -14.82193], [13.88121, -5.67245, -13.79882], [14.17691, -4.06038, -14.59476], [17.47780, -6.38808, -15.06413], [15.91048, -6.72339, -14.22654], [17.32576, -4.16044, -14.33340], [17.18707, -5.28288, -12.98017], [15.78347, -4.37200, -13.52507], [15.44937, -4.54486, -6.18807], [16.80034, -4.21956, -6.51795], [17.93130, -4.68577, -5.71553], [17.03601, -4.74417, -8.11308], [18.35658, -4.99662, -8.59220], [18.13949, -5.60924, -9.99483], [16.76722, -2.36893, -6.94670], [18.60673, -5.80144, -7.90097], [19.12793, -4.23770, -8.46111], [17.37324, -6.37255, -10.13012], [19.05152, -5.89780, -10.51737], [17.70893, -4.80810, -10.59557], [16.30413, -1.77288, -6.16032], [16.20581, -2.23060, -7.87070], [17.84625, -2.24588, -7.03965], [14.28893, -7.21045, -10.37913], [13.08326, -7.73908, -11.04133], [12.23468, -6.99955, -12.01931], [13.49993, -9.22036, -11.65086], [14.41526, -10.03279, -10.92066], [15.90480, -9.71552, -11.41860], [12.05753, -8.23225, -9.65110], [14.28200, -11.10832, -11.03717], [14.28574, -9.85638, -9.85285], [16.38434, -8.89045, -10.89190], [15.83459, -9.52338, -12.48923], [16.50301, -10.59272, -11.17210], [11.36801, -7.42813, -9.39406], [12.70319, -8.71216, -8.91564], [11.39246, -8.97040, -10.09934]]
}

No. 2
{
  "formula": "C22H16ClN2O5V",
  "method": "ωB97M-V/def2-TZVPD",
  "lumo_energy_ha": -0.295,
  "homo_energy_ev": -13.85,
  "orbital_gap_ev": 5.832,
  "total_charge": 2,
  "elements": ["V", "C", "O", "C", "C", "C", "C", "C", "C", "N", "N", "C", "O", "C", "C", "C", "C", "C", "C", "C", "O", "H", "H", "H", "H", "H", "H", "H", "H", "H", "H", "H", "H", "Cl", "C", "C", "C", "C", "C", "C", "C", "O", "O", "H", "H", "H", "H"],
  "coordinates": [[-1.13354, 0.72546, 0.31647], [-2.46224, 3.89407, 2.78223], [-1.96955, 3.36737, 4.01212], [-1.68582, 2.06490, 4.16848], [-1.51008, 1.64912, 5.49162], [-1.22159, 0.33911, 5.83299], [-1.09914, -0.61841, 4.84686], [-1.23947, -0.24010, 3.50910], [-1.12499, -1.23829, 2.49373], [-1.09376, -1.01455, 1.21789], [-1.12967, -2.09649, 0.34943], [-1.55549, -1.68948, -0.79770], [-1.84718, -0.36422, -0.90134], [-1.74425, -2.53985, -1.95986], [-2.29842, -2.01066, -3.12585], [-2.48887, -2.82990, -4.22433], [-2.12555, -4.16840, -4.16037], [-1.57168, -4.69573, -2.99859], [-1.38043, -3.88736, -1.89513], [-1.53236, 1.10011, 3.17576], [-1.64472, 1.37208, 1.84198], [-2.79044, 4.90221, 3.01375], [-1.67146, 3.93915, 2.03256], [-3.31300, 3.31792, 2.41777], [-1.62409, 2.40761, 6.25529], [-1.10553, 0.07152, 6.87334], [-0.88721, -1.65064, 5.09137], [-1.08645, -2.28478, 2.78436], [-2.58600, -0.96892, -3.16687], [-2.92467, -2.42782, -5.12833], [-2.27777, -4.80695, -5.02016], [-1.29525, -5.74000, -2.95566], [-0.95799, -4.28689, -0.98345], [5.07215, 2.77856, -5.38253], [4.67910, 2.11602, -3.87397], [3.56376, 2.61372, -3.18382], [3.23457, 2.09557, -1.96038], [4.04203, 1.05988, -1.43547], [5.16787, 0.55666, -2.12750], [5.47692, 1.09055, -3.35054], [3.75492, 0.57521, -0.17942], [3.51701, 0.21593, 0.85855], [0.39937, 0.92812, 0.07763], [2.97962, 3.40952, -3.62342], [2.38537, 2.46259, -1.40043], [5.77536, -0.22884, -1.69830], [6.33061, 0.73534, -3.90985]]
}

In a.u., the electronic energy values for the records above are, in order, -3239.58401, -2737.27178.
In kcal per mole, the ΔE to the lowest compared entry with this formula, charge and spin values for the records above are, in order, 49.9, 9.0.